[1]
The following is a DFT calculation (ωB97M-V/def2-TZVPD) of a 9-piece molecular cluster, C36H60F12O23 overall.

* highest occupied orbital energy: -10.774 eV
* energy relative to the best compared isomer or geometry (same formula, charge and spin): 4.093 eV
* E_tot: -4336.60430 Ha
* frontier orbital gap: 10.8 eV

The geometry in XYZ format:
```
131
Properties=species:S:1:pos:R:3:lowdin_charge:R:1
C 1.87 -3.10 -7.90 -0.06
C 2.69 -3.91 -8.91 -0.18
O 2.11 -5.21 -9.24 0.01
C 1.82 -5.44 -10.56 -0.32
O 2.00 -4.64 -11.47 0.12
C 1.18 -6.83 -10.84 -0.49
F 0.68 -7.38 -9.70 0.13
F 0.18 -6.81 -11.73 0.17
F 2.15 -7.69 -11.26 0.14
H 0.93 -2.80 -8.36 0.08
H 2.43 -2.25 -7.52 0.08
H 1.55 -3.75 -7.09 0.08
H 3.52 -4.28 -8.32 0.12
H 3.00 -3.44 -9.84 0.12
C 5.99 -3.68 2.70 -0.04
C 5.17 -2.62 1.91 -0.20
O 5.17 -2.89 0.54 0.01
C 6.15 -2.41 -0.26 -0.30
O 7.16 -1.76 0.19 0.11
C 5.88 -2.70 -1.68 -0.58
F 6.77 -3.57 -2.09 0.20
F 4.61 -3.12 -1.83 0.17
F 6.10 -1.60 -2.40 0.17
H 5.92 -4.65 2.20 0.08
H 5.69 -3.84 3.74 0.07
H 7.03 -3.36 2.76 0.07
H 5.48 -1.59 2.08 0.12
H 4.11 -2.62 2.19 0.12
C 4.69 2.53 0.06 -0.04
C 6.13 2.78 -0.48 -0.17
O 6.21 3.27 -1.83 0.01
C 7.40 3.33 -2.45 -0.36
O 8.48 3.06 -1.92 0.13
C 7.24 3.61 -3.94 -0.53
F 8.08 2.83 -4.68 0.16
F 5.97 3.41 -4.24 0.18
F 7.54 4.92 -4.12 0.15
H 4.77 2.43 1.15 0.07
H 4.20 1.64 -0.33 0.07
H 4.18 3.48 -0.08 0.08
H 6.80 1.92 -0.44 0.12
H 6.63 3.57 0.07 0.12
C -4.15 2.03 7.55 -0.05
C -2.93 1.99 8.55 -0.17
O -2.82 0.62 8.92 0.01
C -2.15 0.24 10.00 -0.40
O -1.80 1.00 10.83 0.18
C -2.09 -1.30 10.12 -0.55
F -1.17 -1.73 11.03 0.16
F -3.30 -1.71 10.42 0.20
F -1.81 -1.83 8.93 0.17
H -3.86 1.71 6.55 0.06
H -4.46 3.06 7.37 0.07
H -4.96 1.34 7.80 0.08
H -3.16 2.57 9.44 0.12
H -2.04 2.34 8.03 0.13
C -7.11 -0.90 4.38 -0.05
C -7.11 -2.40 4.78 -0.27
O -6.27 -2.63 5.82 0.03
C -5.60 -3.81 5.88 -0.54
O -5.50 -4.63 4.97 0.10
O -5.11 -3.95 7.12 0.00
C -4.49 -5.23 7.44 -0.02
H -7.31 -0.32 5.28 0.08
H -7.91 -0.76 3.66 0.07
H -6.22 -0.67 3.80 0.07
H -6.94 -2.97 3.87 0.12
H -8.09 -2.70 5.16 0.13
H -5.28 -5.98 7.42 0.09
H -3.95 -5.30 8.39 0.09
H -3.82 -5.60 6.66 0.09
C 3.45 6.80 6.46 -0.03
C 3.33 5.30 5.93 -0.19
O 3.14 4.32 6.94 0.02
C 2.78 3.06 6.67 -0.57
O 2.61 2.63 5.53 0.10
O 2.68 2.41 7.82 0.00
C 2.41 1.06 7.85 -0.06
H 4.14 6.73 7.30 0.07
H 2.46 7.11 6.79 0.07
H 3.94 7.51 5.79 0.07
H 4.22 4.98 5.39 0.12
H 2.56 5.12 5.19 0.11
H 1.47 0.89 7.33 0.09
H 2.43 0.69 8.87 0.10
H 3.12 0.54 7.20 0.10
C -5.01 -2.10 -0.74 -0.08
C -4.15 -2.22 -1.93 -0.26
O -4.54 -1.31 -2.95 0.03
C -3.91 -1.37 -4.17 -0.47
O -3.16 -2.26 -4.65 0.07
O -4.55 -0.40 -4.90 -0.01
C -4.03 -0.09 -6.19 -0.04
H -4.88 -2.89 0.01 0.08
H -6.06 -2.23 -0.99 0.08
H -4.97 -1.11 -0.29 0.08
H -4.15 -3.24 -2.31 0.13
H -3.10 -2.15 -1.64 0.12
H -3.80 0.96 -6.39 0.08
H -4.92 -0.18 -6.82 0.09
H -3.30 -0.79 -6.60 0.09
C -1.09 4.88 -6.06 -0.07
C -2.48 5.04 -6.61 -0.22
O -2.32 4.97 -8.06 0.02
C -3.43 5.02 -8.83 -0.60
O -4.59 5.14 -8.43 0.10
O -3.12 4.75 -10.06 0.00
C -4.12 4.46 -11.01 -0.02
H -1.13 5.21 -5.02 0.08
H -0.40 5.49 -6.64 0.09
H -0.86 3.82 -6.02 0.08
H -2.96 5.93 -6.21 0.12
H -3.13 4.22 -6.31 0.12
H -4.40 3.44 -10.75 0.10
H -3.66 4.61 -11.98 0.10
H -5.00 5.07 -10.79 0.09
C -1.19 -1.04 2.82 -0.06
C -0.14 -0.05 2.29 -0.15
O -0.38 0.30 0.86 0.06
C 0.32 -0.25 -0.06 -0.64
O 1.17 -1.12 0.10 0.09
O -0.10 0.21 -1.25 -0.01
C 0.44 -0.32 -2.47 -0.03
H -1.39 -1.85 2.12 0.08
H -2.12 -0.50 2.95 0.07
H -0.92 -1.54 3.75 0.08
H 0.88 -0.42 2.35 0.11
H -0.09 0.80 2.97 0.12
H 1.51 -0.15 -2.56 0.09
H 0.04 0.18 -3.35 0.09
H 0.21 -1.39 -2.49 0.10
```

=====

[2]
The following is a DFT calculation (ωB97M-V/def2-TZVPD) of a 2-piece molecular cluster, C6H10O overall.

* highest occupied orbital energy: -9.351 eV
* energy relative to the best compared isomer or geometry (same formula, charge and spin): 1.593 eV
* E_tot: -309.78381 Ha
* frontier orbital gap: 10.3 eV

The geometry in XYZ format:
```
17
Properties=species:S:1:pos:R:3:lowdin_charge:R:1
C 0.89 1.77 0.18 -0.08
C 0.11 1.26 -1.02 -0.35
C 0.66 0.13 -1.85 -0.13
C -0.53 -0.10 -0.96 -0.14
H 1.65 2.50 -0.12 0.07
H 1.40 0.94 0.69 0.07
H 0.22 2.25 0.91 0.07
H -0.43 2.02 -1.57 0.13
H 0.51 0.15 -2.92 0.09
H 1.60 -0.32 -1.53 0.10
H -1.51 -0.24 -1.41 0.10
H -0.35 -0.68 -0.07 0.05
C -0.56 -1.52 2.17 -0.01
C -1.38 -2.38 1.60 -0.27
O -2.10 -3.15 1.10 0.17
H -0.77 -0.46 2.12 0.07
H 0.35 -1.89 2.62 0.07
```

=====

Number 1: F_max 6.76 eV/Å. Number 2: F_max 1.03 eV/Å.